# 1
Density functional theory data (ωB97M-V/def2-TZVPD) for a single C20H33N3O4S molecule.

SMILES: CCNS(=O)(=O)CC(=O)N(C)C[C@H](C)NC(=O)C[C@H](C)c1ccc(CC)cc1
M in g/mol: 411.568
E in eV: -44772.374
LUMO in Eh: 0.01812
Maximum force in eV Å⁻¹: 0.10

Structure (XYZ):
```
61
Properties=species:S:1:pos:R:3:nbo_charge:R:1
S 4.04983 -1.30234 -0.47782 2.3503
H 2.11292 -2.02185 2.70420 0.2116
H 3.52486 1.03968 -1.85499 0.2455
C 2.58874 -2.25849 -0.85873 -0.7809
H -0.72074 -3.46847 -0.08816 0.2091
C -3.58345 2.63258 1.09337 -0.2287
C 1.32615 0.00602 2.83411 -0.4276
H 6.59281 1.18422 -2.03377 0.1982
H -3.12690 1.25302 3.36864 0.2135
H 0.85646 -3.89583 -0.74719 0.2150
H 2.89148 -2.99541 -1.60440 0.2622
H 2.37700 -2.77883 0.07413 0.2624
C -1.10942 2.11358 0.81256 -0.1731
H -1.94261 -1.30671 0.09125 0.2107
H -2.73130 -3.32427 -1.17579 0.2022
C 1.19439 -1.47637 2.48053 -0.5949
O 1.61403 -0.31585 -1.82539 -0.6337
H -3.32186 4.58578 1.99777 0.2176
H -0.54863 -0.17544 -1.86892 0.2416
H 5.62999 1.49436 -0.58020 0.2238
O 3.65166 -0.22556 0.38001 -0.9491
H 0.97591 -1.58088 1.41568 0.1933
C 1.42121 -1.42780 -1.36470 0.6924
H 0.94511 1.52293 0.60294 0.2243
H 0.37259 -1.93813 3.03178 0.2033
H 2.20232 0.41670 2.33336 0.2329
C 0.05487 1.47683 1.22175 -0.2409
H -0.54653 -3.86920 -1.80724 0.2014
O -4.33735 -0.18638 0.54357 -0.6317
C -1.05989 0.72089 3.19232 -0.2054
H 1.48133 0.11121 3.91055 0.2055
H 4.44715 0.76814 -3.31748 0.1959
H -4.50157 4.55628 0.67858 0.2080
H -5.04526 2.24726 -0.46078 0.2368
C -2.27389 2.04006 1.57271 -0.0365
H -1.10724 2.66544 -0.12287 0.1928
N 0.17765 -1.97835 -1.27192 -0.4283
N -2.85617 0.08043 -1.14977 -0.6189
C 4.48709 0.70344 -2.22923 -0.2241
C -3.17142 -2.34313 -1.34590 -0.6182
H -1.15084 -1.52284 -2.83101 0.1892
C -0.06986 -3.37295 -0.95819 -0.4108
C -0.92732 -1.19298 -1.80835 -0.2167
C -2.21180 -1.21974 -0.96850 -0.0636
H 5.51472 2.57953 -1.97337 0.2149
H -1.05014 0.17733 4.13107 0.2074
H 5.48485 -1.16092 -2.11368 0.4115
H -2.77149 4.49210 0.32551 0.2008
C 0.09535 0.76763 2.41955 -0.0075
C -3.54460 4.15697 1.02056 -0.5945
O 4.99988 -2.28848 -0.04152 -0.9551
C -2.22702 1.33657 2.77057 -0.1990
H -3.41027 2.51058 -1.06816 0.1954
H -3.43615 -2.26188 -2.40250 0.2036
H -2.32501 0.78379 -1.63429 0.3936
C -3.99103 2.04016 -0.26984 -0.4835
C 5.62601 1.53788 -1.66899 -0.6243
N 4.60223 -0.72068 -1.89055 -0.8877
H -4.07813 -2.26231 -0.75123 0.2478
H -4.34840 2.32942 1.81069 0.2203
C -3.77229 0.54125 -0.25236 0.7000
```

# 2
Density functional theory data (ωB97M-V/def2-TZVPD) for a molecular structure, C20H33N6O3PRe at a distorted geometry.

Multiplicity: 4
M in g/mol: 622.704
E in eV: -47732.463
LUMO (alpha / beta) in Eh: -0.48099 / -0.58188
Net charge: +4
Maximum force in eV Å⁻¹: 7.94
⟨S²⟩: 3.773

Structure (XYZ):
```
64
Properties=species:S:1:pos:R:3:nbo_charge:R:1
H -0.45567 2.29683 3.26052 0.2135
P -2.33320 1.79038 1.24600 2.3950
H 1.89351 -0.22170 2.54142 0.2851
C 2.00805 -1.76855 1.03042 -0.2125
C -1.52074 -1.23025 0.08470 0.6496
H 2.46479 -3.07268 -0.62956 0.2873
H -2.13690 4.76198 0.39171 0.3088
H -3.37133 1.17188 -1.34487 0.2470
H -2.40280 -0.57278 2.67237 0.2266
N -3.58569 0.70634 1.50501 -0.8097
H -5.27241 2.05538 1.28812 0.2148
H 1.50519 5.62221 -1.46118 0.2927
H -1.30741 -1.89672 5.72044 0.3004
N -2.80694 2.75840 -0.03472 -0.3391
H 0.72373 -2.97440 -4.63336 0.3393
H 0.36453 -2.45258 5.76076 0.3091
O -1.01692 1.04318 1.29081 -1.0392
C -3.56781 2.24889 -1.19406 -0.4701
H -4.15279 3.48631 3.35202 0.2297
H -2.20535 4.30360 -1.32280 0.2578
H 2.63657 1.17389 -1.48736 0.2934
H 0.62732 -4.23254 -3.41868 0.3377
H 3.05234 -1.24075 -2.18278 0.2850
C 2.40113 -2.03953 -0.28666 -0.1858
C -3.30955 3.91727 2.77863 -0.4238
C -1.96434 3.93869 -0.31520 -0.4874
O -2.55159 -1.75527 0.29748 -0.2963
C 2.71295 -1.00067 -1.17899 -0.1268
C -4.98440 0.99393 1.17108 -0.4345
H -5.61040 0.39408 1.85694 0.2657
H -4.64743 2.44665 -1.06602 0.3229
C -3.42869 -0.17300 2.67552 -0.4397
C 0.16723 -2.30244 -2.74305 0.7180
H 2.62998 1.58676 0.98337 0.2990
C -0.41892 0.99699 -1.44545 0.6376
N -2.26019 2.95383 2.46066 -0.7961
C 2.10284 -0.44209 1.49532 -0.1452
H -1.24472 3.69500 4.07715 0.2402
N -0.41715 -1.81189 2.69994 -0.5308
H -5.18966 0.64439 0.14319 0.2115
C 2.10330 5.21446 -0.63645 -0.7592
H -3.26429 2.78484 -2.10470 0.2690
O -0.76332 1.83827 -2.19418 -0.3526
N 1.06440 2.90936 -0.03953 -0.5505
H 3.16005 5.30896 -0.90161 0.3087
C 1.67151 3.85828 -0.35256 0.4582
H -3.69340 4.41995 1.88395 0.2039
H -2.82099 4.65876 3.42763 0.2472
H -4.14540 -1.00285 2.55656 0.2484
H -0.86606 -3.54484 -4.07620 0.3381
H 1.68912 -2.57869 1.70017 0.3148
Re 0.18478 -0.44950 -0.34999 0.9259
H -3.64634 0.33759 3.63804 0.2238
H -1.86793 2.04237 4.35614 0.2081
C 2.57919 0.34571 -0.77247 -0.2621
C -0.30046 -1.69634 5.31811 -0.7632
C 0.15094 -3.31264 -3.76637 -0.7817
H 0.06090 -0.72173 5.67841 0.2815
N 0.21350 -1.55692 -1.84994 -0.4888
C -1.40257 2.71411 3.61169 -0.4086
C -0.31792 -1.74259 3.85730 0.4429
C 2.46710 0.58120 0.61664 -0.1391
H -0.89297 3.67644 -0.29931 0.3045
H 1.93514 5.80255 0.27310 0.3005
```

# 3
Density functional theory data (ωB97M-V/def2-TZVPD) for a molecular structure, C20H33N7NaOP2SbSe4.

M in g/mol: 910.070
E in eV: -324677.151
LUMO in Eh: 0.12311
Net charge: -2
Maximum force in eV Å⁻¹: 0.42

Structure (XYZ):
```
69
Properties=species:S:1:pos:R:3:nbo_charge:R:1
H 1.65515 -1.30906 2.29987 0.3930
H -0.27399 -3.64050 1.96124 0.2557
H 4.95645 -1.13145 3.48053 0.1810
C -0.70356 -3.14185 2.83185 -0.9456
Sb 3.02410 -0.58357 -1.50145 1.1063
H -2.80108 -0.12356 3.74468 0.2282
C 3.97032 -1.14330 3.01060 -0.4183
Na 0.12197 0.14024 0.33233 0.8181
N -3.60463 5.05415 -4.37632 -0.8341
Se 1.80074 -0.74845 -3.64609 -0.9280
H -1.29340 -3.85068 3.41797 0.1964
C 0.76700 2.43240 2.30375 0.6293
C -2.33870 2.43073 -1.31549 0.0084
H 0.43880 1.37756 -2.65960 0.2863
C -1.90108 3.74787 -3.25389 -0.1498
H 2.58641 2.38705 3.12292 0.3936
H -4.87908 -0.54060 -1.89176 0.2142
N 1.23123 -0.45270 2.66116 -0.8472
C -4.00199 -3.24812 2.71546 -0.1376
H -1.97730 -3.04931 -1.68235 0.2114
C -0.74702 3.00590 -3.43078 -0.2084
H 0.12452 -2.76581 3.43331 0.2468
H -0.08937 3.19901 -4.26696 0.2418
H 4.03544 -1.62810 2.03242 0.2483
H -0.94224 2.57778 1.55862 0.3283
H 0.47483 4.14471 1.31560 0.3695
C -0.44590 1.99092 -2.52467 0.0675
N 1.18344 3.71105 1.89201 -0.8612
H -0.92981 -1.63728 -1.94083 0.2804
H -3.37840 -0.47112 -2.82119 0.2450
Se 2.32275 1.62336 -0.52377 -1.0757
C -2.04127 -0.89262 3.88751 -0.9469
H -0.86435 -2.48904 -0.42058 0.2703
C -5.22016 -3.80730 2.35904 -0.2563
N -1.23615 1.70824 -1.48540 -0.4444
H 2.02091 3.61374 1.31750 0.4074
N 3.49483 0.22674 2.91779 -0.4624
C -2.25734 4.80755 -4.24946 0.6630
H 4.93079 1.78030 3.15965 0.1572
H -3.60233 -3.43279 3.70713 0.1909
H -4.12513 -2.04178 -2.49854 0.2084
C 4.46229 1.17530 2.37114 -0.4516
H -6.67514 -4.00719 0.79119 0.1964
C -2.71864 3.45832 -2.16165 -0.2366
H -3.86298 5.64311 -5.14956 0.3915
H 5.24041 0.62161 1.84526 0.2379
Se 2.08255 -2.36745 -0.03702 -0.9913
C 2.13622 0.43314 2.81417 0.6375
C -1.54835 -2.16385 -1.20534 -0.9645
N 1.78907 1.78807 2.98972 -0.6421
H -5.42576 -2.62366 -0.79595 0.2042
C -3.79100 -2.21627 0.54171 -0.3019
O -1.43790 5.44346 -4.87946 -0.6006
H -4.25646 4.34384 -4.09378 0.3900
P -2.87176 -1.06813 -0.57296 0.8219
C -5.72670 -3.57440 1.08868 -0.2197
P -1.66220 -1.67767 2.27787 0.8648
C -5.01624 -2.78914 0.19236 -0.2202
H -1.11675 -0.40354 4.19825 0.2679
N -0.40397 1.94413 2.14668 -0.7708
C -3.27952 -2.45218 1.82952 -0.3365
H -5.76746 -4.42109 3.06509 0.1965
H 4.00310 1.80557 1.60904 0.2522
H -2.37303 -1.59740 4.65518 0.1930
C -3.93225 -1.05087 -2.07934 -0.9542
H -2.95523 2.15879 -0.46299 0.1956
H -3.61371 4.02993 -1.95052 0.1968
H 3.29433 -1.72329 3.64016 0.1953
Se 5.46364 -0.64294 -1.61095 -0.8824
```

# 4
Density functional theory data (ωB97M-V/def2-TZVPD) for a single C20H33NO2 molecule.

SMILES: Cc1cc(OC[C@@H](O)CN2[C@H](C)CCC[C@H]2C)ccc1C(C)C
M in g/mol: 319.489
E in eV: -26860.787
LUMO in Eh: 0.02840
Maximum force in eV Å⁻¹: 0.62

Structure (XYZ):
```
56
Properties=species:S:1:pos:R:3:nbo_charge:R:1
H 3.18708 -4.76595 1.41506 0.2060
H 4.65467 -0.97022 3.81432 0.2182
H 2.32784 -3.73049 0.27526 0.2008
H 2.29948 1.45705 3.22526 0.2130
N -2.58791 1.58191 -1.84179 -0.4748
C 3.08112 -1.32095 1.45421 -0.0593
C 0.47493 2.81232 0.05598 -0.0926
H 3.41611 0.01538 4.59107 0.2173
H 3.11787 -1.69654 4.29042 0.2180
H -2.94278 1.25433 -4.38927 0.2175
H -0.68995 1.00937 -0.03419 0.1701
O 1.22172 2.40462 1.18300 -0.5243
H 5.63111 -1.98112 0.75862 0.2110
C -3.01972 -1.22923 -1.11279 -0.3989
H -2.14487 -0.30935 -4.60282 0.2049
H -4.60850 3.14271 -0.98233 0.2082
C 4.91823 -2.78219 0.57516 -0.5937
H -4.49475 0.84928 -1.94226 0.1831
H 1.03633 2.66239 -0.87236 0.1771
H -2.79960 -2.09851 -0.48802 0.2083
C 2.52555 -0.91496 0.24994 -0.1265
H -3.78793 -1.52607 -1.83065 0.1918
O -1.60073 2.38266 1.19111 -0.7330
H 5.42764 -3.73510 0.70285 0.2062
C 2.72126 -3.79111 1.28672 -0.5934
C -4.45403 2.26905 -0.35393 -0.6251
H 4.58235 -2.71060 -0.45599 0.2002
H 1.88833 -3.71126 1.98211 0.2107
C 3.58193 -0.79690 3.88823 -0.6348
C 1.80976 1.16632 1.18194 0.3702
H -4.48513 -0.37341 0.21863 0.2056
H -1.00911 2.86846 -1.99399 0.1941
C -3.54932 -0.08036 -0.26105 -0.4232
C 2.36995 0.77186 2.39373 -0.2755
C 3.00345 -0.44985 2.54681 0.0165
H 0.30944 3.88383 0.19992 0.2023
C -1.70905 2.53460 -1.22054 -0.2161
C 3.74044 -2.67874 1.54734 -0.2403
C -2.73373 0.29733 -3.91916 -0.6156
C -1.75752 -0.79945 -1.85487 -0.4168
H -0.97440 2.36541 1.92659 0.4799
H -2.83725 0.17602 0.52352 0.2081
H 4.13226 -2.81789 2.55696 0.2051
H -1.45837 -1.57306 -2.56545 0.2070
H 2.57656 -1.56954 -0.60726 0.1993
H -5.42309 1.92823 0.00351 0.2115
H 1.48947 0.56798 -0.86896 0.2147
C -3.79468 1.14830 -1.14920 -0.0265
H -2.29463 3.40116 -0.91185 0.2173
H -0.96230 0.89908 -2.90306 0.1906
H -0.94530 -0.69182 -1.13248 0.1975
C -1.95386 0.52629 -2.61743 -0.0285
C -0.88141 2.09082 0.01052 0.0395
H -3.67557 -0.20988 -3.73662 0.2006
C 1.89665 0.30757 0.09570 -0.3540
H -3.84602 2.54023 0.50381 0.2306
```